[1]
# C23H25N2OPd

A molecular structure, C23H25N2OPd in a non-equilibrium geometry (ωB97M-V/def2-TZVPD, OMol25).

Values from the calculation:
E_LUMO (spin up / spin down) in eV: 2.487 / 2.490
2S+1: 3
Gap between HOMO and LUMO (spin up / spin down) in Eh: 0.17384 / 0.17409
Charge: -1
<S²>: 2.020
F_max in eV/Å: 4.0

CARTESIAN COORDINATES (ANGSTROEM)
C1 -3.4174 -1.1436 -1.5344
C2 -2.5414 -0.0681 -1.9176
C3 -1.2087 -0.6168 -2.0606
H1 -2.8617 0.9648 -2.1460
C4 -1.2192 -2.0142 -1.6624
C5 -2.5876 -2.3666 -1.3636
H2 -0.3714 -2.7220 -1.6686
C6 -3.3655 0.0342 1.8894
C7 -3.2193 1.0408 0.8374
C8 -1.9043 1.5985 0.9268
H3 -3.9828 1.2876 0.0794
C9 -1.2062 0.8858 1.9827
C10 -2.0724 -0.1012 2.5459
H4 -0.3645 -0.0998 -2.5152
H5 -2.9104 -3.2967 -0.8476
H6 -4.5040 -0.9955 -1.3481
H7 -1.8251 -0.8029 3.3766
H8 -1.4809 2.4102 0.3077
H9 -4.2679 -0.5716 2.1698
Pd1 -1.6825 -0.7189 0.2511
C11 0.1693 1.2278 2.5509
C12 0.0271 1.6021 4.0458
C13 0.8130 2.3959 1.7730
H10 -0.7683 2.3469 4.1706
H11 0.9729 2.0295 4.3965
H12 -0.2114 0.7123 4.6420
H13 0.3005 3.3316 2.0386
H14 0.7425 2.2326 0.6837
H15 1.8686 2.4666 2.0711
C14 1.0504 -0.0521 2.4506
C15 1.3631 -0.4131 1.0106
H16 0.5237 -0.9058 2.9252
H17 1.9816 0.1275 3.0054
O1 0.5329 -0.5170 0.0702
N1 2.6466 -0.6979 0.6954
C16 3.0375 -1.4856 -0.4942
H18 3.3779 -0.1872 1.2025
C17 2.8559 -0.7314 -1.8001
C18 2.4438 -1.3984 -2.9631
H19 2.2064 -2.4715 -2.9266
C19 2.3178 -0.6843 -4.1676
H20 1.9858 -1.2089 -5.0742
C20 2.6277 0.6868 -4.2149
H21 2.5369 1.2436 -5.1583
C21 3.0654 1.3405 -3.0475
H22 3.3147 2.4075 -3.0651
C22 3.1936 0.6304 -1.8454
H23 3.5425 1.1321 -0.9316
H24 2.4624 -2.4330 -0.5220
H25 4.0959 -1.7158 -0.3388
N2 -4.6072 -2.0275 0.8131
C23 -3.4760 -1.6886 0.7016

=====

[2]
# C16H32MoN4O

A molecular structure, C16H32MoN4O in a non-equilibrium geometry (ωB97M-V/def2-TZVPD, OMol25).

Values from the calculation:
E_LUMO in eV: -6.688
Gap between HOMO and LUMO in Eh: 0.28339
Charge: +2
Energy relative to the best compared isomer or geometry (same formula, charge and spin) in kJ/mol: 50.6
F_max in eV/Å: 1.2

CARTESIAN COORDINATES (ANGSTROEM)
Mo1 0.2111 0.1938 0.6388
N1 0.9257 -0.0840 2.8304
C1 2.3797 -0.2625 2.9432
C2 3.0277 0.9019 2.2021
N2 2.3659 1.1894 0.8912
C3 3.1723 0.6698 -0.2423
C4 3.0752 -0.8417 -0.2907
N3 1.6291 -1.2118 -0.3227
C5 2.1527 2.6533 0.7281
C6 0.9446 3.1151 1.5250
N4 -0.2458 2.3319 1.0761
H1 0.6137 0.6689 3.4387
H2 0.4321 -0.9106 3.1568
H3 2.6345 -1.2321 2.5217
H4 2.7144 -0.2277 3.9809
H5 4.0969 0.7388 2.0567
H6 2.9317 1.7893 2.8283
H7 4.2094 1.0093 -0.1811
H8 2.7562 1.0818 -1.1663
H9 3.5397 -1.2996 0.5799
H10 3.5882 -1.2294 -1.1693
H11 1.4836 -2.0966 0.1599
H12 1.3457 -1.4019 -1.2818
H13 1.9707 2.8485 -0.3319
H14 3.0453 3.2208 1.0041
H15 0.8049 4.1834 1.3620
H16 1.0773 2.9566 2.5943
H17 -0.6742 2.7871 0.2715
H18 -0.9708 2.3554 1.7920
C7 -1.9160 -2.9278 -3.4098
C8 -1.2517 -2.5966 -2.0689
C9 -1.3579 -3.7724 -1.1005
C10 -1.8292 -1.3092 -1.5185
C11 -2.9870 -1.2863 -0.7565
C12 -3.5521 -0.0788 -0.3456
C13 -2.9917 1.1423 -0.7022
C14 -3.6519 2.4445 -0.3289
C15 -1.7971 1.1186 -1.4310
C16 -1.2030 -0.0855 -1.8162
H19 -1.4798 -3.8290 -3.8404
H20 -1.8036 -2.1146 -4.1274
H21 -2.9832 -3.1037 -3.2652
H22 -0.1868 -2.4154 -2.2755
H23 -2.3939 -4.0894 -0.9779
H24 -0.9686 -3.5270 -0.1088
H25 -0.8082 -4.6296 -1.4881
H26 -3.4679 -2.2040 -0.4464
H27 -4.4549 -0.0986 0.2525
H28 -3.1739 2.9302 0.5275
H29 -4.6933 2.2886 -0.0554
H30 -3.6275 3.1491 -1.1604
H31 -1.3741 2.0461 -1.8116
H32 -0.3673 -0.0658 -2.5128
O1 -0.9169 -0.8832 1.1726

=====

[3]
# C21H27FN4O

A single C21H27FN4O molecule (ωB97M-V/def2-TZVPD, OMol25).

Values from the calculation:
E_LUMO in eV: 0.742
Gap between HOMO and LUMO in Eh: 0.33324
SMILES: Cn1cc(CN2CCC(C(=O)N3CCCC3)CC2)c(-c2ccccc2F)n1
Energy relative to the best compared isomer or geometry (same formula, charge and spin) in kJ/mol: 52.0
F_max in eV/Å: 0.8

CARTESIAN COORDINATES (ANGSTROEM)
C1 -3.6299 4.3075 1.0648
N1 -2.2962 3.8126 0.8888
C2 -1.7918 3.1564 -0.1757
C3 -0.4670 2.8884 0.0970
C4 -0.2651 3.4344 1.3869
N2 -1.3872 3.9846 1.8354
C5 0.9612 3.4378 2.1773
C6 0.9513 3.1266 3.5355
C7 2.1039 3.1235 4.2975
C8 3.3112 3.4397 3.6992
C9 3.3510 3.7536 2.3510
C10 2.1894 3.7539 1.6009
H1 2.2209 4.0203 0.5552
H2 4.2911 4.0031 1.8824
H3 4.2171 3.4403 4.2860
H4 2.0434 2.8714 5.3449
F1 -0.2069 2.7844 4.1362
C11 0.4871 2.1293 -0.7635
N3 -0.1638 0.9624 -1.3370
C12 0.6379 0.3599 -2.3888
C13 -0.1381 -0.7650 -3.0676
H5 0.4976 -1.2254 -3.8257
H6 -1.0154 -0.3391 -3.5598
C14 -0.6163 -1.8300 -2.0752
C15 0.5320 -2.6866 -1.5523
O1 1.6898 -2.3111 -1.4982
N4 0.1948 -3.9203 -1.1172
C16 -1.0904 -4.5873 -1.1987
C17 -0.8776 -5.8966 -0.4385
H7 -1.5420 -6.6855 -0.7851
C18 0.5970 -6.1990 -0.6930
C19 1.2288 -4.8149 -0.6152
H8 2.1321 -4.7057 -1.2184
H9 1.4763 -4.5460 0.4182
H10 1.0190 -6.8883 0.0346
H11 0.7269 -6.6184 -1.6913
H12 -1.0460 -5.7400 0.6276
H13 -1.8870 -3.9844 -0.7579
H14 -1.3482 -4.7913 -2.2467
C20 -1.3293 -1.1301 -0.9096
C21 -0.4523 -0.0323 -0.3201
H15 -0.9810 0.4554 0.5032
H16 0.4770 -0.4741 0.0816
H17 -1.5882 -1.8437 -0.1248
H18 -2.2497 -0.6771 -1.2840
H19 -1.3253 -2.4867 -2.5899
H20 0.8672 1.1305 -3.1309
H21 1.5847 -0.0397 -1.9954
H22 1.3802 1.8515 -0.1748
H23 0.8150 2.7664 -1.5932
H24 -2.3841 2.9145 -1.0339
H25 -3.6914 4.7371 2.0625
H26 -3.8588 5.0761 0.3235
H27 -4.3552 3.4972 0.9721

=====

[4]
# C4H15NO2

3 unconnected molecules or ions with the total composition C4H15NO2 in a non-equilibrium geometry (ωB97M-V/def2-TZVPD, OMol25).

Values from the calculation:
E_LUMO in eV: 0.969
Gap between HOMO and LUMO in Eh: 0.39083
SMILES: CC[C@H](C)N.O.O
Energy relative to the best compared isomer or geometry (same formula, charge and spin) in kJ/mol: 49.3
F_max in eV/Å: 1.2

CARTESIAN COORDINATES (ANGSTROEM)
C1 1.3331 1.4507 1.6038
C2 0.2883 0.7118 0.7746
C3 -0.6559 1.6833 0.0797
C4 -1.8385 1.0303 -0.6476
N1 0.9754 -0.2036 -0.1963
H1 1.8851 0.7686 2.2343
H2 1.9991 1.9745 0.9059
H3 0.8362 2.2093 2.1851
H4 -0.3384 0.0475 1.3780
H5 -1.0678 2.3968 0.7911
H6 -0.0814 2.3110 -0.6148
H7 -1.5368 0.1413 -1.2073
H8 -2.6618 0.7876 0.0080
H9 -2.1846 1.7156 -1.4316
H10 1.9129 0.1640 -0.3151
H11 0.5758 -0.1202 -1.1273
H12 0.6181 -3.6448 -2.7848
H13 0.6002 -3.4656 -1.2711
O1 0.9019 -3.0475 -2.0858
H14 -0.6093 -2.5259 1.3240
H15 -0.1009 -1.9482 0.0031
O2 -0.8507 -2.4365 0.3940

=====

[5]
# C28H28N7O2RuS2

A molecular structure, C28H28N7O2RuS2 in a non-equilibrium geometry (ωB97M-V/def2-TZVPD, OMol25).

Values from the calculation:
E_LUMO (spin up / spin down) in eV: -8.980 / -11.336
2S+1: 5
Gap between HOMO and LUMO (spin up / spin down) in Eh: 0.24294 / 0.15788
Charge: +3
<S²>: 6.036
F_max in eV/Å: 1.2

CARTESIAN COORDINATES (ANGSTROEM)
Ru1 -0.6177 0.7871 -0.3131
C1 -5.6513 0.0344 -6.3236
C2 -4.6351 0.6755 -5.4381
C3 -3.4056 0.0622 -5.1745
C4 -2.4984 0.6237 -4.2971
C5 -2.8182 1.8314 -3.6907
C6 -4.0125 2.4917 -3.9666
C7 -4.9058 1.9141 -4.8456
S1 -1.9374 2.4182 -2.2888
O1 -0.4862 2.2294 -2.2843
O2 -2.4457 3.6733 -1.8550
N1 -2.3368 1.2219 -1.1266
C8 -2.9920 1.6159 0.0307
C9 -4.1687 2.3368 0.1565
C10 -4.5929 2.6421 1.4375
C11 -3.8320 2.2448 2.5350
C12 -2.6644 1.5425 2.3260
N2 -2.2583 1.2152 1.0929
H1 -5.2505 -0.8205 -6.8625
H2 -6.0613 0.7510 -7.0357
H3 -6.5018 -0.3049 -5.7266
H4 -3.1628 -0.8703 -5.6675
H5 -1.5410 0.1621 -4.1010
H6 -4.2104 3.4524 -3.5092
H7 -5.8344 2.4216 -5.0731
H8 -4.7177 2.6439 -0.7212
H9 -5.5154 3.1879 1.5831
H10 -4.1513 2.4644 3.5432
H11 -2.0600 1.2076 3.1588
S2 0.2360 -0.5058 -2.1222
C13 0.0841 -2.2452 -2.0350
N3 0.3514 -2.9140 -3.1379
C14 0.1776 -4.3647 -3.2873
C15 -0.8133 -4.8636 -2.2489
C16 -0.4094 -4.3437 -0.8772
N4 -0.2988 -2.8808 -0.9380
H12 0.7033 -2.3951 -3.9289
H13 1.1427 -4.8633 -3.1815
H14 -0.1876 -4.5593 -4.2938
H15 -0.8272 -5.9511 -2.2452
H16 -1.8168 -4.5108 -2.4929
H17 0.5511 -4.7692 -0.5792
H18 -1.1508 -4.6077 -0.1269
H19 -0.5414 -2.3317 -0.1375
N5 5.3003 1.3978 3.8404
C17 6.0349 0.9223 4.9077
C18 7.2683 1.2262 5.4114
C19 7.7214 0.4463 6.5022
C20 6.9814 -0.6296 7.0296
C21 5.7497 -0.9460 6.5230
C22 5.2743 -0.1806 5.4149
N6 4.1766 -0.3434 4.6752
C23 4.2006 0.6203 3.7406
C24 3.1388 0.7375 2.7425
C25 3.1453 1.6446 1.6872
C26 2.0984 1.6418 0.7840
N7 1.0593 0.8056 0.8839
C27 1.0358 -0.0618 1.9178
C28 2.0433 -0.1330 2.8490
H20 5.5386 2.2026 3.2792
H21 7.8956 1.9970 4.9821
H22 8.6755 0.6921 6.9515
H23 7.3867 -1.1974 7.8551
H24 5.1309 -1.7182 6.9603
H25 3.9520 2.3498 1.5395
H26 2.0872 2.3245 -0.0564
H27 0.1634 -0.7018 1.9899
H28 2.0066 -0.8461 3.6592

=====

[6]
# CH9N4O

3 unconnected molecules or ions with the total composition CH9N4O in a non-equilibrium geometry (ωB97M-V/def2-TZVPD, OMol25).

Values from the calculation:
E_LUMO in eV: -3.372
Gap between HOMO and LUMO in Eh: 0.36440
Charge: +1
Energy relative to the best compared isomer or geometry (same formula, charge and spin) in kJ/mol: 69.5
F_max in eV/Å: 3.2

CARTESIAN COORDINATES (ANGSTROEM)
C1 -1.8564 -1.3023 0.1462
N1 0.3612 0.9434 0.3440
N2 -2.7500 0.9858 -0.1426
N3 -2.1996 -0.2803 -0.3473
N4 1.7482 -1.2911 -0.4045
O1 -1.6138 -2.3609 0.5014
H1 0.7055 -0.0770 -0.0138
H2 0.3946 0.8822 1.3533
H3 -3.2823 1.3010 -0.9793
H4 -3.2514 1.0477 0.7034
H5 0.9475 1.7658 0.2008
H6 2.6493 -1.2943 0.0483
H7 1.2762 -2.0813 -0.0497
H8 1.9788 -1.5339 -1.4077
H9 -0.5736 1.2456 -0.0396